[1]
Entry from the Open Molecules 2025 dataset: the ion C8H8ClO2S with charge -1 (ωB97M-V with the def2-TZVPD basis set).

Results
LUMO   3.2048 eV
Spin multiplicity   1
Total charge   -1
E   -35878.31506 eV
Orbital gap   6.22 eV
ΔE to the lowest compared entry with this formula, charge and spin   0.7232 eV

Each line ends with the Mulliken charge.
Geometry (Å):
C  2.27  0.84  0.80  -0.6974
C  0.98  0.10  0.63  -0.4195
C  2.16  2.09  0.35  -0.4226
C  -0.09  0.98  0.24  0.4274
C  1.77  -1.14  -0.58  0.7569
C  -1.72  -1.48  -0.81  -1.0666
C  -2.18  -0.44  0.14  -0.7091
C  -1.47  0.85  0.24  0.1138
O  1.99  -2.20  -0.04  -0.6779
O  1.78  -0.65  -1.69  -0.6379
S  0.55  2.60  -0.10  -0.2253
Cl  -2.44  2.21  -0.15  -0.3112
H  3.20  0.38  1.15  0.4130
H  0.80  -0.61  1.42  0.3648
H  2.88  2.84  0.36  0.4548
H  -2.68  -1.94  -1.22  0.4079
H  -1.27  -2.36  -0.23  0.2061
H  -1.19  -0.99  -1.62  0.2847
H  -3.14  -0.24  -0.10  0.5194
H  -2.20  -0.85  1.20  0.2186

[2]
Entry from the Open Molecules 2025 dataset: an isolated molecule of C8H8ClP (ωB97M-V with the def2-TZVPD basis set).

Results
⟨S²⟩   2.014
LUMO (spin up / spin down)   0.7279 / -2.7509 eV
Spin multiplicity   3
E   -30231.95806 eV
Orbital gap (spin up / spin down)   5.50 / 6.89 eV
ΔE to the lowest compared entry with this formula, charge and spin   0.3399 eV

Each line ends with the Mulliken charge.
Geometry (Å):
C  0.19  -2.81  -0.53  -0.3930
C  -0.52  -2.23  -1.56  -0.4751
C  0.79  -2.04  0.45  -0.4534
C  -0.67  -0.88  -1.61  -0.3644
C  0.65  -0.66  0.38  -0.2312
C  -0.20  -0.10  -0.57  0.4946
C  0.91  3.09  1.52  -0.6271
C  -0.17  2.48  1.04  -0.3401
P  -0.39  1.73  -0.64  0.1441
Cl  -2.40  1.73  -0.56  -0.2900
H  0.30  -3.83  -0.31  0.3731
H  -1.01  -2.74  -2.41  0.3128
H  1.29  -2.38  1.36  0.3451
H  -1.25  -0.50  -2.40  0.3457
H  1.19  -0.07  1.19  0.2082
H  0.70  3.62  2.39  0.3559
H  1.71  3.17  0.73  0.2859
H  -1.13  2.43  1.55  0.3089

[3]
Entry from the Open Molecules 2025 dataset: an isolated molecule of C8H8FNO2S (ωB97M-V with the def2-TZVPD basis set).

Results
LUMO   -0.3526 eV
Spin multiplicity   1
E   -27559.13397 eV
Orbital gap   8.73 eV
ΔE to the lowest compared entry with this formula, charge and spin   1.2332 eV

Each line ends with the Mulliken charge.
Geometry (Å):
C  4.06  -1.41  0.40  0.2040
C  1.72  1.50  0.68  -0.6737
C  0.49  1.08  0.50  -0.3536
C  2.80  0.63  0.94  -0.2138
C  -0.13  -0.19  0.75  -0.0923
C  2.93  -0.55  0.30  -0.5345
C  -1.31  -0.51  0.27  -0.0275
C  -3.38  -0.75  -1.54  -1.0582
N  5.03  -2.00  0.50  -0.4181
O  -1.86  1.44  -1.49  -0.5735
O  -3.24  1.03  0.48  -0.5680
F  -1.72  -1.76  0.41  -0.2920
S  -2.55  0.57  -0.63  1.1043
H  1.95  2.50  0.54  0.4966
H  -0.34  1.73  0.26  0.3582
H  3.48  1.12  1.63  0.3647
H  0.41  -0.83  1.44  0.5699
H  2.06  -0.66  -0.30  0.5525
H  -4.37  -0.60  -1.84  0.4032
H  -2.73  -0.71  -2.35  0.3813
H  -3.30  -1.62  -0.95  0.3704

[4]
Entry from the Open Molecules 2025 dataset: a structure of composition C8H8GaNO6 (ωB97M-V with the def2-TZVPD basis set).

Results
LUMO   -9.4336 eV
Spin multiplicity   1
Total charge   +2
E   -74555.52210 eV
Orbital gap   6.43 eV
ΔE to the lowest compared entry with this formula, charge and spin   1.1724 eV

Each line ends with the Mulliken charge.
Geometry (Å):
O  0.23  -0.11  -5.02  -0.2802
C  -0.52  -0.16  -4.11  -0.2642
Ga  -0.32  -0.07  -1.87  1.6768
O  2.51  -0.16  -3.07  -0.1312
C  1.47  -0.12  -2.58  0.1096
C  -2.20  -0.13  -1.19  0.0980
O  -3.13  -0.18  -0.50  -0.0890
C  -0.43  -2.59  -1.96  0.2405
O  -0.45  -3.73  -1.92  -0.0809
C  -0.48  2.34  -2.02  0.2750
O  -0.54  3.49  -2.00  -0.0928
H  -1.64  -0.23  -4.28  0.2718
C  1.64  -0.54  2.47  -0.7701
N  0.37  0.16  2.43  0.1012
C  -0.21  0.70  3.64  -0.7331
C  -0.23  0.30  1.25  0.1178
O  0.35  -0.16  0.21  -0.6649
H  2.00  -0.55  3.49  0.3091
H  2.37  -0.06  1.83  0.3127
H  1.54  -1.57  2.11  0.3069
H  -0.35  1.80  3.56  0.3423
H  -1.22  0.28  3.83  0.3372
H  0.44  0.48  4.50  0.2385
H  -1.22  0.81  1.23  0.3692

[5]
Entry from the Open Molecules 2025 dataset: a structure of composition C8H8MgN2O3 (ωB97M-V with the def2-TZVPD basis set).

Results
LUMO   -8.9354 eV
Spin multiplicity   1
Total charge   +2
E   -22976.80589 eV
Orbital gap   7.88 eV
ΔE to the lowest compared entry with this formula, charge and spin   0.0000 eV

Each line ends with the Mulliken charge.
Geometry (Å):
O  0.00  4.60  -3.82  -0.1162
C  0.00  3.47  -3.96  0.1198
Mg  -0.01  -1.05  -1.82  0.5873
C  1.83  -1.39  -3.04  0.3990
C  -1.84  -1.40  -3.04  0.3973
O  2.77  -1.43  -3.70  -0.0946
O  -2.78  -1.43  -3.70  -0.0920
C  0.01  2.00  2.91  -1.0214
C  0.00  0.89  1.94  0.6542
C  0.00  -0.49  2.15  -0.8329
C  0.00  -1.10  0.90  0.6650
N  0.00  -0.13  -0.05  -0.3466
N  0.00  1.06  0.61  0.0602
C  0.00  -2.53  0.55  -0.9154
H  -0.88  1.90  3.55  0.3165
H  0.90  1.90  3.54  0.3163
H  0.01  2.98  2.40  0.3194
H  0.01  -0.99  3.11  0.4113
H  0.00  1.95  0.10  0.2632
H  0.90  -3.01  0.96  0.3231
H  -0.90  -3.01  0.97  0.3230
H  -0.01  -2.75  -0.54  0.2637

[6]
Entry from the Open Molecules 2025 dataset: an isolated molecule of C8H8N2O2 (ωB97M-V with the def2-TZVPD basis set).

Results
LUMO   0.5989 eV
Spin multiplicity   1
E   -15493.97884 eV
Orbital gap   9.19 eV
ΔE to the lowest compared entry with this formula, charge and spin   6.8165 eV

Each line ends with the Mulliken charge.
Geometry (Å):
C  -0.44  0.88  0.55  -0.2019
C  0.84  1.00  0.89  -0.6523
C  -1.65  1.62  0.07  0.1920
C  -1.68  1.20  -1.34  -0.4001
C  -0.67  -0.41  -0.25  1.4681
C  -2.13  -1.21  -0.02  -0.5261
C  1.61  -0.28  0.62  -0.3057
C  0.59  -1.22  -0.12  -1.2097
N  -1.13  0.08  -1.55  -0.7645
N  -3.14  -0.42  0.28  0.8308
O  -4.30  -0.76  0.29  -0.7382
O  -2.83  0.93  0.58  -0.3795
H  -2.02  2.62  0.39  0.4233
H  -2.08  1.89  -2.04  0.4201
H  -2.23  -2.32  -0.24  0.3400
H  1.31  1.93  1.37  0.3225
H  2.59  -0.11  0.02  0.3158
H  1.88  -0.68  1.62  0.2635
H  0.69  -2.28  0.36  0.2832
H  1.08  -1.29  -1.09  0.3189

[7]
Entry from the Open Molecules 2025 dataset: the ion C8H8N3O3 with charge -1 (ωB97M-V with the def2-TZVPD basis set).

Results
LUMO   3.3910 eV
Spin multiplicity   1
Total charge   -1
E   -19034.09411 eV
Orbital gap   6.65 eV
ΔE to the lowest compared entry with this formula, charge and spin   6.5577 eV

Each line ends with the Mulliken charge.
Geometry (Å):
C  0.84  0.78  -2.77  -0.5774
C  0.88  0.50  -1.40  -0.2132
C  -0.31  1.48  -3.03  -0.4631
C  -0.26  1.13  -0.84  0.8242
C  1.07  -0.16  2.00  0.4882
C  -0.73  1.58  0.41  -0.6963
C  -0.15  -1.00  1.49  0.6522
C  0.24  -2.28  0.80  -1.4959
N  0.90  1.15  1.98  -0.7158
N  -0.15  1.75  1.56  -0.1178
N  -1.41  -0.79  1.72  0.2041
O  -2.03  0.10  2.40  -0.6333
O  2.08  -0.83  2.31  -0.7329
O  -1.01  1.65  -1.84  -0.3420
H  1.60  0.40  -3.47  0.3369
H  1.64  -0.03  -1.04  0.6492
H  -0.81  1.89  -3.98  0.3201
H  -1.63  2.20  0.32  0.2114
H  0.22  -3.33  1.28  0.2750
H  1.35  -2.19  0.73  0.3253
H  -0.39  -2.32  -0.05  0.4292
H  -1.95  -1.69  1.42  0.2720

[8]
Entry from the Open Molecules 2025 dataset: an isolated molecule of C8H8N4 (ωB97M-V with the def2-TZVPD basis set).

Results
LUMO   0.5503 eV
Spin multiplicity   1
E   -14383.42920 eV
Orbital gap   8.48 eV
ΔE to the lowest compared entry with this formula, charge and spin   3.0085 eV

Each line ends with the Mulliken charge.
Geometry (Å):
C  -1.77  2.09  0.05  -0.5124
C  -2.72  1.12  0.09  -0.1845
C  -0.66  0.24  0.23  0.3755
C  -1.44  -2.38  -0.22  -0.5643
C  -2.38  -1.41  0.11  -0.0271
C  0.41  -1.02  0.01  0.3285
C  2.43  0.16  -0.48  0.0936
C  3.80  0.52  0.12  -1.0269
N  -0.51  1.56  0.17  -0.6274
N  -0.14  -2.16  -0.10  -0.5821
N  1.65  -0.64  0.11  -0.2905
N  -2.01  -0.09  0.21  0.1626
H  -1.96  3.12  -0.04  0.4600
H  -3.83  1.28  0.20  0.3076
H  -1.63  -3.45  -0.12  0.3613
H  -3.47  -1.60  0.02  0.3390
H  2.12  0.55  -1.40  0.4847
H  4.21  -0.27  0.68  0.3116
H  3.35  1.38  0.81  0.2253
H  4.52  0.99  -0.46  0.3653

[9]
Entry from the Open Molecules 2025 dataset: a cluster of 2 separate species, C8H8N4O4 in total (ωB97M-V with the def2-TZVPD basis set).

Results
LUMO   0.0096 eV
Spin multiplicity   1
E   -22576.49255 eV
Orbital gap   9.47 eV
ΔE to the lowest compared entry with this formula, charge and spin   2.4375 eV

Each line ends with the Mulliken charge.
Geometry (Å):
C  0.54  0.05  5.01  0.5132
C  0.89  -1.29  4.55  -0.5190
C  1.23  -1.50  3.27  -0.1348
C  1.02  0.86  2.68  0.3300
C  -2.02  0.13  -4.67  0.5188
C  -1.62  1.43  -4.03  -0.5085
C  -0.72  1.39  -2.92  -0.0397
C  -0.08  -0.98  -3.38  0.3174
H  0.38  1.98  4.25  0.2059
H  0.86  -2.09  5.28  0.3860
H  1.51  -2.48  2.88  0.3742
H  1.56  -0.61  1.40  0.1819
H  -1.23  -1.90  -4.42  0.3017
H  -2.28  2.28  -4.34  0.3270
H  -0.53  2.35  -2.31  0.3252
H  0.80  0.21  -2.02  0.2186
N  0.62  1.03  3.99  -0.0727
N  1.30  -0.46  2.36  -0.0485
N  -1.01  -0.77  -4.48  -0.2218
N  0.04  0.27  -2.65  -0.0849
O  0.20  0.37  6.13  -0.5945
O  1.10  1.75  1.86  -0.6209
O  -3.02  -0.02  -5.42  -0.5969
O  0.46  -2.01  -3.02  -0.5578

[10]
Entry from the Open Molecules 2025 dataset: a structure of composition C8H8O (ωB97M-V with the def2-TZVPD basis set).

Results
LUMO (spin up / spin down)   -0.6695 / -0.6664 eV
Spin multiplicity   1
E   -10467.28745 eV
Orbital gap (spin up / spin down)   6.61 / 6.62 eV
ΔE to the lowest compared entry with this formula, charge and spin   4.8359 eV

Each line ends with the Mulliken charge.
Geometry (Å):
C  -0.11  1.28  -0.95  -0.6244
C  0.89  0.40  -1.04  0.1491
C  1.65  -0.36  -1.85  0.3812
C  -0.21  0.44  1.45  -0.7402
C  0.72  -0.79  1.13  -0.5796
C  -1.12  -0.71  -0.42  -0.8948
C  -1.04  0.75  0.13  -0.0750
C  0.43  -0.90  -0.34  0.0402
O  2.33  -1.03  -2.56  -0.4001
H  -0.21  2.21  -1.50  0.4416
H  -0.91  0.48  2.26  0.4441
H  0.51  1.34  1.66  0.2228
H  1.77  -0.62  1.56  0.2922
H  0.27  -1.76  1.53  0.2629
H  -1.83  -1.42  0.02  0.3235
H  -1.29  -0.73  -1.55  0.2972
H  -1.86  1.41  0.46  0.4591

[11]
Entry from the Open Molecules 2025 dataset: an isolated molecule of C8H8O2S2 (ωB97M-V with the def2-TZVPD basis set).

Results
⟨S²⟩   2.029
LUMO (spin up / spin down)   0.5336 / -1.7633 eV
Spin multiplicity   3
E   -34186.66570 eV
Orbital gap (spin up / spin down)   7.63 / 8.22 eV

Each line ends with the Mulliken charge.
Geometry (Å):
C  1.54  -1.66  -0.80  -0.6977
C  2.48  -0.88  -1.46  -0.4265
C  0.68  -0.78  -0.06  0.1147
C  0.96  0.61  -0.20  0.2983
C  -0.76  -1.01  0.56  0.1447
C  0.01  1.54  0.15  0.2580
C  -1.48  -2.27  0.92  -1.0813
C  0.02  3.00  -0.10  -1.2369
O  -2.48  0.81  -0.32  -0.6272
O  -1.76  0.95  2.06  -0.6266
S  2.37  0.80  -1.23  -0.1300
S  -1.44  0.58  0.70  1.0900
H  1.49  -2.74  -0.77  0.3802
H  3.24  -1.01  -2.08  0.5349
H  -2.29  -2.33  0.18  0.3339
H  -1.78  -2.26  1.98  0.3175
H  -0.86  -3.30  0.87  0.2893
H  0.99  3.12  -0.57  0.3840
H  -0.05  3.52  0.80  0.3589
H  -0.87  3.30  -0.64  0.3219

[12]
Entry from the Open Molecules 2025 dataset: an isolated molecule of C8H8O3 (ωB97M-V with the def2-TZVPD basis set).

Results
LUMO   -0.1661 eV
Spin multiplicity   1
E   -14566.65796 eV
Orbital gap   8.69 eV
ΔE to the lowest compared entry with this formula, charge and spin   2.0906 eV

Each line ends with the Mulliken charge.
Geometry (Å):
C  2.02  2.00  0.11  -1.1066
C  1.71  0.58  -0.06  0.3903
C  2.27  -0.65  -0.17  -0.4994
C  1.28  -1.63  -0.11  -0.7306
C  0.10  -1.00  -0.06  0.7603
C  -1.29  -1.53  0.04  -0.3392
C  -2.52  -0.97  0.02  -0.3275
C  -2.97  0.44  -0.11  0.3278
H  1.65  2.50  -0.72  0.3315
H  3.12  2.09  0.15  0.3227
H  1.51  2.44  1.00  0.2843
H  3.34  -0.77  -0.26  0.4209
H  1.53  -2.65  -0.14  0.5124
H  -1.26  -2.64  0.25  0.2514
H  -3.41  -1.57  0.39  0.2621
H  -1.12  0.95  -0.08  0.6394
O  -2.05  1.47  -0.22  -0.5525
O  -4.20  0.61  -0.03  -0.5758
O  0.30  0.34  -0.01  -0.3715

What did the seventh record say?
Entry from the Open Molecules 2025 dataset: the ion C8H8N3O3 with charge -1 (ωB97M-V with the def2-TZVPD basis set).

Results
LUMO   3.3910 eV
Spin multiplicity   1
Total charge   -1
E   -19034.09411 eV
Orbital gap   6.65 eV
ΔE to the lowest compared entry with this formula, charge and spin   6.5577 eV

Each line ends with the Mulliken charge.
Geometry (Å):
C  0.84  0.78  -2.77  -0.5774
C  0.88  0.50  -1.40  -0.2132
C  -0.31  1.48  -3.03  -0.4631
C  -0.26  1.13  -0.84  0.8242
C  1.07  -0.16  2.00  0.4882
C  -0.73  1.58  0.41  -0.6963
C  -0.15  -1.00  1.49  0.6522
C  0.24  -2.28  0.80  -1.4959
N  0.90  1.15  1.98  -0.7158
N  -0.15  1.75  1.56  -0.1178
N  -1.41  -0.79  1.72  0.2041
O  -2.03  0.10  2.40  -0.6333
O  2.08  -0.83  2.31  -0.7329
O  -1.01  1.65  -1.84  -0.3420
H  1.60  0.40  -3.47  0.3369
H  1.64  -0.03  -1.04  0.6492
H  -0.81  1.89  -3.98  0.3201
H  -1.63  2.20  0.32  0.2114
H  0.22  -3.33  1.28  0.2750
H  1.35  -2.19  0.73  0.3253
H  -0.39  -2.32  -0.05  0.4292
H  -1.95  -1.69  1.42  0.2720